# 1
The following is a DFT calculation (wB97M-V/def2-TZVPD) of C24H26F9N4S as an isolated structure in a non-equilibrium geometry.

Summary:
Orbital gap   5.330 eV
Net charge   +1

Structure (XYZ):
```
64
Properties=species:S:1:pos:R:3:forces:R:3
F 8.2631 -3.8471 -2.3436 -0.6396 -0.0654 1.1576
C 7.5868 -3.9092 -1.1512 0.9675 -0.6088 -0.1053
F 7.1460 -5.1910 -1.0024 0.3331 1.0418 -0.1082
F 8.5096 -3.6786 -0.1613 -0.8654 -0.2306 -0.9398
C 6.4699 -2.9000 -1.1011 -0.1692 0.0478 0.0375
C 5.1595 -3.3004 -0.8760 -0.1277 0.3866 -0.0105
C 4.1333 -2.3367 -0.8120 0.7764 -0.1165 -0.1193
N 2.8485 -2.8019 -0.4990 -1.2007 0.1732 0.0140
C 1.6590 -2.0966 -0.4289 0.3191 -0.8587 0.3465
S 1.4169 -0.5636 -1.0599 1.9420 0.2261 -0.0728
N 0.6697 -2.8105 0.1926 0.0324 0.4442 0.3097
C -0.5968 -2.1920 0.6467 0.2408 -0.1376 -0.4338
C -1.2363 -1.4354 -0.5064 1.1183 0.8634 -1.2649
C -1.7214 -2.3868 -1.6269 -0.0608 0.2732 0.6567
C -3.0047 -1.7379 -2.1643 0.2380 0.1755 -0.1389
C -3.3563 -0.6220 -1.1614 -0.9460 0.6830 -0.1902
N -2.3439 -0.6365 -0.1108 -1.6959 -1.3805 0.8680
C 4.4424 -0.9943 -0.9997 0.1958 0.5381 -0.0187
C 5.7654 -0.6195 -1.2311 0.1934 -0.4414 -0.0133
C 6.1026 0.8375 -1.3990 0.3074 0.9556 -0.1284
F 7.1650 1.0256 -2.2396 -1.0054 -0.1450 0.8201
F 5.0507 1.5501 -1.9045 0.8715 -0.5195 0.4515
F 6.4367 1.4134 -0.1969 -0.3124 -0.4398 -1.0729
C 6.7928 -1.5546 -1.2758 -0.2850 0.0453 0.0122
H 4.9243 -4.3541 -0.7398 0.0995 0.1715 -0.0282
H 2.7901 -3.7956 -0.2738 0.0860 0.5132 -0.0790
H 0.9539 -3.6414 0.7079 -0.0992 0.3624 -0.2378
H -1.2653 -3.0104 0.9452 0.1657 0.2413 0.0838
H -0.4347 -1.5302 1.5130 0.1332 -0.1940 -0.1328
H -0.4516 -0.7173 -0.9471 -1.6577 -1.6293 0.6545
H -0.9427 -2.5153 -2.3856 -0.1877 -0.0308 0.1301
H -1.9543 -3.3632 -1.1841 0.1375 0.0789 -0.1592
H -2.8310 -1.3124 -3.1577 -0.1466 -0.1224 0.1618
H -3.8132 -2.4708 -2.2320 0.1297 0.2095 -0.0911
H -3.4149 0.3558 -1.6709 0.0698 -0.2780 0.0916
H -4.3493 -0.8035 -0.7223 0.2582 0.1455 -0.0704
H -2.1229 0.2930 0.3520 -0.0769 -1.3569 -1.6796
H 3.6680 -0.2227 -0.9788 0.5819 -0.5448 0.0105
H 7.8166 -1.2430 -1.4490 -0.0934 -0.0802 -0.0080
C 0.3024 1.4792 1.7354 0.7573 -0.4889 0.3346
N -0.9663 1.9971 1.2672 -2.5466 -1.6220 0.5998
C -1.0003 3.4051 0.9104 0.0841 0.8576 -0.7118
C -2.1023 1.2368 1.4249 2.2645 4.5120 3.0813
C -3.4025 1.9629 1.4210 -0.4978 -0.2659 -0.9819
C -3.8435 2.6038 0.2528 -0.0099 0.1954 0.0626
C -5.0057 3.3675 0.2673 0.2765 -0.2442 -0.0225
C -5.7470 3.4503 1.4423 0.0239 -0.0056 0.0364
C -6.9918 4.2929 1.4452 -1.3545 0.9514 0.0064
F -7.8589 3.9411 2.4402 0.8968 0.2893 -0.8837
F -6.6918 5.6223 1.6233 -0.2270 -1.3176 -0.1756
F -7.6768 4.1965 0.2632 0.7458 0.0654 1.0958
C -5.3456 2.7999 2.6048 0.2152 -0.0523 -0.1327
C -4.1788 2.0391 2.5880 0.3864 -0.2156 -0.0186
H 1.0843 2.2142 1.5134 -0.1971 -0.3848 0.0972
H 0.2742 1.3024 2.8256 -0.0331 0.1074 -0.4068
H 0.5581 0.5394 1.2220 -0.0789 0.3094 0.0712
H 0.0309 3.7770 0.9286 -0.4183 -0.0840 -0.0796
H -1.4078 3.5662 -0.0978 0.2264 -0.0502 0.3903
H -1.5969 3.9986 1.6230 0.0985 -0.4059 -0.1722
H -1.9943 0.4960 2.2303 0.0594 -0.4312 -0.9598
H -3.2627 2.5232 -0.6700 -0.2463 -0.0001 0.3089
H -5.3269 3.8946 -0.6285 -0.0038 -0.1734 0.1981
H -5.9372 2.8913 3.5127 0.1310 -0.0855 -0.2077
H -3.8440 1.5220 3.4902 -0.1801 0.1429 -0.2326
```
Forces are in eV/Å.

# 2
The following is a DFT calculation (wB97M-V/def2-TZVPD) of C5H11N in the gas phase in a non-equilibrium geometry.

Summary:
Orbital gap   9.876 eV
ΔE to the lowest compared entry with this formula, charge and spin   57.5 kcal per mole

Structure (XYZ):
```
17
Properties=species:S:1:pos:R:3:forces:R:3
C -0.9123 -1.8568 -1.0120 0.1455 1.5017 -0.7808
C -0.2245 -1.2468 0.2039 -0.5081 2.1644 -0.1364
C 0.6765 -0.0400 -0.2273 -1.8095 0.4515 0.1368
C 0.6340 0.5796 -1.4616 0.0164 -0.6069 3.6626
C 0.2792 1.7030 1.5003 -3.5403 0.0445 0.1158
N 1.1108 0.6865 0.9483 0.6278 -0.9541 -0.3532
H -1.6190 -2.5160 -0.5721 -0.9111 -0.9276 -0.3981
H -0.2014 -2.3798 -1.7025 -0.6567 0.3204 0.6962
H -1.4417 -1.0121 -1.6158 0.7498 -1.6923 1.0762
H -0.9839 -0.6358 0.8194 0.5451 -0.7457 -1.0631
H 0.0156 -1.9683 1.0120 1.0718 0.2811 -0.9292
H 0.6694 1.6735 -1.3894 0.6830 -0.4427 -0.6720
H 0.2378 0.0633 -2.2937 -0.1180 -0.1514 -0.8548
H 0.6173 2.0593 2.4782 1.0180 0.9383 -0.8291
H -0.1095 2.3999 0.6625 0.8259 -0.1857 1.7198
H -0.6667 1.3138 1.9731 0.3798 -0.3999 -1.0683
H 1.9184 1.1769 0.6766 1.4806 0.4044 -0.3223
```
Forces are in eV/Å.

Let's list electronic energy in order: -66555.63661, -6851.03633 eV.
Let's list HOMO level in order: -10.420, -8.818 eV.
Let's list M in order: 573.55, 85.15 g/mol.